ORCA calculation (ωB97M-V with the def2-TZVPD basis set) on a structure of composition C5H10O in a non-equilibrium geometry.

The value obtained for the total energy is -7391.8776 eV. The HOMO energy is -9.96 eV. The molecular weight is 86.13 g/mol. The largest force on an atom comes out at 4.0 eV/A. The value obtained for the energy above the lowest of the compared OMol25 structures with the same formula, charge and spin is 278.6 kJ/mol. The value obtained for the orbital gap is 11.04 eV.

The geometry in XYZ format:
```
16
Properties=species:S:1:pos:R:3:forces:R:3:lowdin_charge:R:1
C -1.723 0.746 -0.045 0.14 -0.25 0.43 -0.0379
C -0.659 -0.171 0.611 0.44 -0.36 0.24 -0.2859
C -0.218 -1.497 0.037 0.43 -0.48 -0.09 -0.1665
O 1.006 -1.306 0.844 0.90 -0.30 -0.77 -0.1357
C 0.824 0.159 0.646 0.66 -0.21 0.07 -0.3498
C 1.623 0.586 -0.562 -0.02 0.10 -0.12 -0.0476
H -1.856 1.700 0.478 0.11 -0.25 0.09 0.0687
H -2.712 0.276 -0.113 0.23 -0.04 0.17 0.0680
H -1.451 1.014 -1.089 0.19 -0.35 0.59 0.0819
H -0.407 -0.712 1.657 -3.28 2.24 -0.51 0.1917
H 0.109 -1.562 -1.001 -0.34 0.13 -0.15 0.1073
H -0.849 -2.358 0.288 0.47 -0.01 0.10 0.1204
H 1.109 0.772 1.513 0.19 -0.38 -0.07 0.1421
H 2.680 0.391 -0.348 -0.15 0.08 -0.10 0.0865
H 1.501 1.656 -0.751 0.00 -0.04 0.00 0.0818
H 1.351 0.036 -1.466 0.04 0.12 0.11 0.0749
```
Positions in Å, forces in eV/Å.